(1)
A single C11H10O2 molecule at a distorted geometry. Source: the OMol25 dataset; level of theory: ωB97M-V/def2-TZVPD.

Its structure (SMILES) is C#CC(=C)[C@H]1O/C(=C\O)C(=C)C1=C. The value obtained for the HOMO-LUMO gap is 7.616 eV. The total energy comes out at -15658.358 eV. Its energy above the lowest of the compared OMol25 structures with the same formula, charge and spin is 518.77 kJ/mol. The LUMO energy comes out at 0.0022 hartree. Its maximum force is 0.080 Eh/bohr.

```
! wB97M-V def2-TZVPD RIJCOSX def2/J DEFGRID3
* xyz 0 1
C -0.256 -1.167 -0.389
C -0.624 0.876 -1.510
C 0.070 -0.665 0.961
C -0.978 1.578 -0.356
C -0.752 -2.399 -0.586
C -1.401 0.925 -2.608
C -0.370 -1.158 2.134
C -1.468 2.072 0.646
C 2.079 0.767 1.654
C 0.315 -0.247 -1.420
C 1.169 0.226 0.733
O 3.181 1.514 1.248
O 1.516 0.218 -0.646
H -0.879 -2.741 -1.595
H -1.066 -2.959 0.277
H -1.090 0.304 -3.410
H -2.238 1.704 -2.712
H -0.104 -0.810 3.103
H -1.149 -1.807 2.272
H 3.225 1.513 0.274
H -1.914 2.338 1.573
H 2.057 0.596 2.730
H 0.679 -0.679 -2.373
*
```

Mulliken population analysis, charges in e, atoms 1 to 8:
1 C 0.544
2 C 0.259
3 C 1.100
4 C -0.492
5 C -1.149
6 C -1.056
7 C -1.859
8 C 0.025

***

(2)
A molecular structure, C11H11Br2N4O6SSbSe5Tc at a distorted geometry. Source: the OMol25 dataset; level of theory: ωB97M-V/def2-TZVPD.

The value obtained for the HOMO-LUMO gap is 5.095 eV. The total energy comes out at -516205.819 eV. Its energy above the lowest of the compared OMol25 structures with the same formula, charge and spin is 137.55 kJ/mol. The LUMO energy comes out at -0.2227 hartree. Its maximum force is 0.060 Eh/bohr.

```
! wB97M-V def2-TZVPD RIJCOSX def2/J DEFGRID3
* xyz 1 1
Tc 1.454 -1.947 -0.243
N -0.908 4.649 3.585
C -0.492 3.736 2.677
C 0.515 2.812 3.002
C 0.930 1.884 2.081
C 0.344 1.856 0.813
C -0.635 2.794 0.455
C -1.056 3.706 1.385
S 0.984 0.826 -0.399
O 1.244 1.646 -1.546
O 2.222 0.055 0.057
N 0.133 -0.516 -0.952
C -1.260 -0.708 -0.739
N -1.981 0.345 -0.408
C -3.293 0.143 -0.279
C -3.872 -1.089 -0.506
C -3.009 -2.117 -0.850
N -1.695 -1.940 -0.950
H -0.444 4.742 4.470
H -1.588 5.344 3.341
H 0.976 2.838 3.982
H 1.720 1.196 2.348
H -1.039 2.809 -0.544
H -1.817 4.430 1.120
H -3.883 1.002 0.017
H -4.936 -1.245 -0.412
H -3.370 -3.120 -1.043
Br 3.224 -1.540 -2.159
C 2.396 -0.431 -3.555
Br 0.696 -1.005 -4.235
H 3.135 -0.470 -4.346
H 2.267 0.542 -3.097
Se -1.048 -5.357 -4.730
Sb 0.975 -4.445 -4.039
Se 0.884 -3.782 -1.650
Se 0.557 -3.765 0.806
Se 3.028 -4.503 -5.133
O 2.328 -1.058 3.783
Se 1.788 -1.771 2.447
O 1.090 -3.313 2.658
O 2.915 -2.153 1.217
O 0.521 -1.083 1.570
*
```

Mulliken population analysis, charges in e, atoms 1 to 8:
1 Tc 0.016
2 N -0.459
3 C 1.178
4 C -1.090
5 C -0.324
6 C 0.332
7 C -0.507
8 C -0.911

***

(3)
7 unconnected molecules or ions with the total composition C11H11Cl18N at a distorted geometry. Source: the OMol25 dataset; level of theory: ωB97M-V/def2-TZVPD.

Its structure (SMILES) is ClC(Cl)Cl.ClC(Cl)Cl.ClC(Cl)Cl.ClC(Cl)Cl.ClC(Cl)Cl.ClC(Cl)Cl.c1ccncc1. The value obtained for the HOMO-LUMO gap is 9.809 eV. The total energy comes out at -238478.765 eV. Its energy above the lowest of the compared OMol25 structures with the same formula, charge and spin is 0.00 kJ/mol. The LUMO energy comes out at 0.0058 hartree. Its maximum force is 0.030 Eh/bohr.

```
! wB97M-V def2-TZVPD RIJCOSX def2/J DEFGRID3
* xyz 0 1
N -10.538 7.633 0.051
C -9.711 6.967 0.835
C -9.494 5.590 0.791
C -10.230 4.881 -0.141
C -11.195 5.540 -0.895
C -11.253 6.926 -0.827
H -9.106 7.519 1.553
H -8.738 5.145 1.421
H -10.070 3.825 -0.319
H -11.688 5.015 -1.701
H -11.928 7.459 -1.487
C -9.066 9.971 -1.360
Cl -7.386 9.728 -1.844
Cl -10.160 9.477 -2.688
Cl -9.365 11.660 -0.924
H -9.365 9.359 -0.517
C -10.292 0.770 -2.962
Cl -10.983 1.463 -1.544
Cl -11.246 1.285 -4.401
Cl -10.169 -0.988 -2.930
H -9.293 1.128 -3.172
C -6.147 1.622 -0.260
Cl -4.927 2.736 -0.897
Cl -6.776 0.602 -1.566
Cl -7.501 2.536 0.467
H -5.752 0.947 0.485
C -10.532 2.465 3.768
Cl -10.799 2.252 2.053
Cl -11.768 3.609 4.429
Cl -8.925 3.036 4.110
H -10.762 1.544 4.286
C -5.585 5.819 1.922
Cl -6.192 5.916 0.277
Cl -5.772 7.372 2.752
Cl -3.897 5.323 1.936
H -6.135 5.043 2.441
C -8.456 5.225 -3.805
Cl -7.867 6.490 -2.744
Cl -10.188 5.493 -4.108
Cl -8.195 3.658 -3.039
H -7.914 5.314 -4.737
*
```

Mulliken population analysis, charges in e, atoms 1 to 8:
1 N -0.555
2 C -0.404
3 C -0.244
4 C 0.780
5 C -0.883
6 C -0.316
7 H 0.355
8 H 0.335

***

(4)
A molecular structure, C11H11FeNO2 at a distorted geometry. Source: the OMol25 dataset; level of theory: ωB97M-V/def2-TZVPD.

The value obtained for the HOMO-LUMO gap (spin up / spin down) is 6.636 / 7.398 eV. The total energy comes out at -51555.549 eV. Its energy above the lowest of the compared OMol25 structures with the same formula, charge and spin is 0.00 kJ/mol. The expectation value of S² is 6.02. The LUMO energy (spin up / spin down) comes out at -0.0420 / -0.0477 hartree. Its maximum force is 0.087 Eh/bohr.

```
! wB97M-V def2-TZVPD RIJCOSX def2/J DEFGRID3
* xyz 0 5
Fe 0.400 0.855 -1.659
C 0.346 -0.600 -4.409
H 1.016 -0.401 -3.525
H 0.392 -1.666 -4.882
H 0.530 0.197 -5.175
H -0.609 -0.279 -4.075
H -1.111 0.677 -1.874
O 3.733 1.942 -0.174
C 2.650 1.497 -0.505
O 2.127 1.409 -1.723
C 1.729 0.952 0.568
C 1.882 0.996 1.924
C 0.884 0.493 2.743
C -0.297 -0.088 2.202
C -1.345 -0.565 3.016
C -2.457 -1.127 2.436
C -2.599 -1.238 1.045
C -1.593 -0.772 0.218
C -0.456 -0.187 0.806
N 0.589 0.376 0.089
H 2.801 1.432 2.270
H 1.012 0.561 3.813
H -1.253 -0.471 4.109
H -3.265 -1.507 3.042
H -3.474 -1.674 0.577
H -1.632 -0.815 -0.858
*
```

Mulliken population analysis, charges in e, atoms 1 to 8:
1 Fe -0.030
2 C -0.781
3 H 0.084
4 H 0.259
5 H 0.283
6 H 0.244
7 H 0.013
8 O -0.597

***

(5)
A molecular structure, C11H11N at a distorted geometry. Source: the OMol25 dataset; level of theory: ωB97M-V/def2-TZVPD.

The value obtained for the HOMO-LUMO gap is 8.803 eV. The total energy comes out at -13070.441 eV. Its energy above the lowest of the compared OMol25 structures with the same formula, charge and spin is 524.62 kJ/mol. The LUMO energy comes out at 0.0105 hartree. Its maximum force is 0.105 Eh/bohr.

```
! wB97M-V def2-TZVPD RIJCOSX def2/J DEFGRID3
* xyz 0 1
C -2.759 0.473 0.387
C -2.757 -0.939 0.224
C -1.630 -1.591 -0.227
C -0.557 -0.844 -0.701
C -0.581 0.560 -0.616
C -1.697 1.235 -0.072
C 2.162 -0.834 1.271
C 1.631 0.476 1.457
C 1.464 1.364 0.297
C 1.730 0.893 -1.035
C 2.152 -0.519 -1.017
H -3.576 0.969 0.862
H -3.585 -1.508 0.657
H -1.567 -2.690 -0.145
H 0.391 -1.323 -0.972
H 0.335 1.116 -0.931
H -1.721 2.367 -0.030
H 2.300 -1.438 2.074
H 0.938 0.802 2.283
H 0.912 2.308 0.401
H 1.455 1.151 -2.135
H 2.531 -0.728 -2.034
N 2.428 -1.298 0.001
*
```

Mulliken population analysis, charges in e, atoms 1 to 8:
1 C -0.336
2 C -0.511
3 C -0.573
4 C -0.254
5 C 0.171
6 C -0.799
7 C -0.352
8 C -0.356

***

(6)
A molecular structure, C11H11N at a distorted geometry. Source: the OMol25 dataset; level of theory: ωB97M-V/def2-TZVPD.

The value obtained for the HOMO-LUMO gap is 8.510 eV. The total energy comes out at -13070.329 eV. Its energy above the lowest of the compared OMol25 structures with the same formula, charge and spin is 535.43 kJ/mol. The LUMO energy comes out at 0.0185 hartree. Its maximum force is 0.106 Eh/bohr.

```
! wB97M-V def2-TZVPD RIJCOSX def2/J DEFGRID3
* xyz 0 1
C -1.897 1.856 0.446
C -0.786 2.234 1.161
C -1.851 0.714 -0.304
C 0.437 1.619 1.260
C 1.896 -1.633 -0.212
C -0.317 -1.812 -0.699
C -1.427 -2.528 -0.849
C 1.804 -0.483 0.755
C 0.593 0.686 -1.239
C -0.495 0.116 -0.536
C 0.811 0.574 0.274
N 0.952 -2.227 -0.817
H -2.870 2.405 0.714
H -1.014 3.059 1.831
H -2.690 0.141 -0.532
H 1.286 2.047 1.860
H 2.849 -1.989 -0.559
H -1.339 -3.563 -0.963
H -2.228 -1.975 -0.598
H 1.585 -1.046 1.573
H 2.846 -0.033 0.891
H 1.332 0.122 -1.837
H 0.523 1.714 -1.619
*
```

Mulliken population analysis, charges in e, atoms 1 to 8:
1 C -0.438
2 C -0.292
3 C -0.689
4 C -0.805
5 C -0.325
6 C 0.565
7 C -1.146
8 C -0.780

***

(7)
A molecular structure, C11H11N2 at a distorted geometry. Source: the OMol25 dataset; level of theory: ωB97M-V/def2-TZVPD.

The value obtained for the HOMO-LUMO gap is 7.852 eV. The total energy comes out at -14552.682 eV. Its energy above the lowest of the compared OMol25 structures with the same formula, charge and spin is 657.73 kJ/mol. The LUMO energy comes out at -0.1816 hartree. Its maximum force is 0.100 Eh/bohr.

```
! wB97M-V def2-TZVPD RIJCOSX def2/J DEFGRID3
* xyz 1 1
C -2.049 0.638 1.055
C 1.260 -2.311 -0.119
C 0.038 -2.697 -0.873
C 1.433 -1.044 0.242
C -1.095 -1.931 -0.903
C 0.387 0.048 0.055
C -1.176 -0.771 -0.082
C -0.018 1.963 1.673
C 0.559 0.894 -1.307
C 1.167 1.982 -0.496
C -2.479 -0.512 0.369
N -1.466 1.653 1.357
N 0.879 1.327 0.835
H 2.017 -3.028 0.325
H 0.018 -3.592 -1.510
H 2.285 -0.938 0.918
H -1.917 -2.389 -1.266
H 0.000 1.728 2.751
H 0.036 3.009 1.584
H 1.250 0.414 -2.018
H -0.425 1.200 -1.777
H 2.208 2.314 -0.504
H 0.584 2.857 -0.598
H -3.496 -0.813 0.288
*
```

Mulliken population analysis, charges in e, atoms 1 to 8:
1 C 0.730
2 C -0.379
3 C -0.281
4 C -0.941
5 C -1.275
6 C 1.060
7 C 1.100
8 C -0.506

***

(8)
2 unconnected molecules or ions with the total composition C11H11N3O at a distorted geometry. Source: the OMol25 dataset; level of theory: ωB97M-V/def2-TZVPD.

The value obtained for the HOMO-LUMO gap is 5.034 eV. The total energy comes out at -18096.452 eV. Its energy above the lowest of the compared OMol25 structures with the same formula, charge and spin is 579.56 kJ/mol. The LUMO energy comes out at -0.0888 hartree. Its maximum force is 0.102 Eh/bohr.

```
! wB97M-V def2-TZVPD RIJCOSX def2/J DEFGRID3
* xyz 0 1
C 1.648 -0.362 3.555
C 1.662 -0.204 2.346
C -3.985 -1.039 0.078
C -2.943 -1.517 0.894
C -3.748 -0.105 -0.931
C -1.669 -1.069 0.762
C -2.401 0.333 -1.065
C -1.391 -0.123 -0.235
C 3.457 0.362 -1.626
C 2.709 1.424 -0.755
C 1.806 -0.052 0.959
N -1.903 1.255 -1.915
N -0.300 0.569 -0.621
N -0.626 1.343 -1.687
O 2.448 1.028 0.642
H 1.595 -0.665 4.658
H -5.004 -1.374 0.299
H -3.207 -2.214 1.699
H -4.527 0.247 -1.512
H -0.839 -1.435 1.388
H 4.484 0.070 -1.184
H 2.655 -0.418 -1.702
H 3.540 0.842 -2.540
H 1.774 1.505 -1.194
H 3.219 2.332 -0.584
H 1.548 -0.733 0.270
*
```

Mulliken population analysis, charges in e, atoms 1 to 8:
1 C 0.221
2 C -1.000
3 C -0.378
4 C -0.614
5 C -0.821
6 C -0.459
7 C 0.506
8 C 0.703